No. 1
Entry from the Open Molecules 2025 dataset: a structure of composition C4H8HgO3 at a distorted geometry (ωB97M-V/def2-TZVPD).

Each line ends with the natural charge from an NBO analysis.
Positions of all 16 atoms, in Å:
C: -1.4176 -1.3201 1.9314  -0.652
C: -1.4229 -0.5075 0.6625  -0.129
O: -0.4542 0.5549 0.8231  0.012
H: -2.1499 -2.1311 1.8288  0.276
H: -0.4285 -1.7560 2.1209  0.240
H: -1.7102 -0.6971 2.7863  0.248
H: -2.3919 -0.0153 0.4886  0.254
H: -1.1397 -1.0869 -0.2260  0.231
Hg: 0.3050 3.0201 -0.3368  1.703
O: -0.1218 1.0700 -0.3458  -0.392
O: 0.9060 1.8956 -1.7617  -0.737
C: 1.8845 1.0730 -1.9516  0.395
C: 1.8473 -0.0976 -1.2048  -0.230
H: 1.7215 -1.0405 -1.7427  0.281
H: 2.4059 1.1359 -2.9123  0.245
H: 2.1666 -0.0975 -0.1599  0.255

2S+1 = 1
LUMO level (alpha / beta) = -12.30 / -12.33 eV
E = -14565.1499 eV
total charge = +2
frontier orbital gap (alpha / beta) = 0.27153 / 0.22405 hartree
HOMO energy (alpha / beta) = -19.6926 / -18.4280 eV
strongest force on any atom = 0.174 hartree/bohr
energy relative to the best compared isomer or geometry (same formula, charge and spin) = 101.76 kcal per mole

No. 2
Entry from the Open Molecules 2025 dataset: an isolated molecule of C4H8I2 at a distorted geometry (ωB97M-V/def2-TZVPD).

Each line ends with the natural charge from an NBO analysis.
Positions of all 14 atoms, in Å:
C: 1.3097 0.8261 -0.6177  -0.698
C: -0.0352 1.1212 -0.0622  -0.290
I: -1.4299 1.5123 -1.6618  0.069
C: -0.6790 -0.2847 0.8638  -0.244
C: -0.6204 -1.5230 0.0579  -0.677
I: 0.4409 -0.3235 2.7093  0.063
H: 1.9481 1.7117 -0.9601  0.240
H: 1.0062 0.1995 -1.6102  0.221
H: 2.0144 0.1966 -0.0680  0.238
H: -0.2752 1.8396 0.6639  0.213
H: -1.6394 -0.0139 1.0379  0.182
H: 0.3984 -1.6274 -0.1797  0.216
H: -1.1090 -2.4327 0.6269  0.231
H: -1.3295 -1.2017 -0.7999  0.235

2S+1 = 1
LUMO level = 0.32 eV
E = -20477.5554 eV
SMILES = C[C@@H](I)[C@@H](C)I
frontier orbital gap = 0.35454 hartree
HOMO energy = -9.3250 eV
strongest force on any atom = 0.089 hartree/bohr
energy relative to the best compared isomer or geometry (same formula, charge and spin) = 36.26 kcal per mole

No. 3
Entry from the Open Molecules 2025 dataset: the ion C4H8IN2O with charge +1 at a distorted geometry (ωB97M-V/def2-TZVPD).

Each line ends with the natural charge from an NBO analysis.
Positions of all 16 atoms, in Å:
I: 3.4634 -0.0902 -0.0605  0.356
N: 1.5213 -0.3399 0.5742  -0.594
C: 0.6702 -1.1222 -0.4565  -0.299
C: -0.7665 -1.1515 0.1273  -0.236
N: -1.4251 0.1355 -0.2559  -0.544
C: -0.6292 1.3241 0.0830  0.165
O: 0.4187 1.7302 -0.6237  -0.428
C: 0.7774 1.1714 0.5593  0.200
H: 1.1419 -2.1581 -0.4227  0.262
H: 0.6994 -0.7298 -1.4687  0.213
H: -1.2722 -2.0119 -0.2146  0.251
H: -0.9410 -1.1280 1.2619  0.245
H: -1.4332 0.3136 -1.3016  0.465
H: -2.3104 0.2007 0.3286  0.472
H: -1.3300 2.1640 0.5525  0.227
H: 1.4153 1.6921 1.3174  0.246

2S+1 = 1
LUMO level = -3.71 eV
E = -17395.2965 eV
SMILES = IN1CC[NH2+][C@@H]2O[C@@H]21
total charge = +1
frontier orbital gap = 0.32795 hartree
HOMO energy = -12.6295 eV
strongest force on any atom = 0.122 hartree/bohr
energy relative to the best compared isomer or geometry (same formula, charge and spin) = 77.01 kcal per mole

No. 4
Entry from the Open Molecules 2025 dataset: a structure of composition C4H8INOS at a distorted geometry (ωB97M-V/def2-TZVPD).

Each line ends with the Mulliken spin population.
Positions of all 16 atoms, in Å:
C: -0.8412 2.1954 -0.5512  0.361
C: -0.0541 1.3723 0.1223  -0.062
C: -1.6364 -1.4647 -0.1529  0.897
C: 0.4975 0.2280 -0.5013  0.579
N: 1.3374 -0.2765 1.8503  0.013
O: 1.6106 -2.1120 -0.1025  0.006
S: 1.6573 -0.7467 0.4084  0.028
I: 1.0841 0.1326 -2.5617  0.039
H: -1.4386 2.9494 -0.1333  0.011
H: -0.8075 2.0914 -1.5896  0.023
H: 0.0898 1.6028 1.1659  0.003
H: -2.2170 -1.2442 -1.0586  0.022
H: -2.1195 -0.9372 0.5296  0.026
H: -1.2290 -2.4436 0.0891  0.031
H: 1.1858 -0.9553 2.6567  0.002
H: 2.8807 -0.3918 -0.1712  0.023

2S+1 = 3
LUMO level (alpha / beta) = -0.01 / -2.11 eV
E = -26743.5347 eV
frontier orbital gap (alpha / beta) = 0.29080 / 0.27655 hartree
HOMO energy (alpha / beta) = -7.9239 / -9.6304 eV
strongest force on any atom = 0.090 hartree/bohr